DFT (wB97M-V/def2-TZVPD) results for 2 unconnected molecules or ions with the total composition C3H7N2S2.

Relative energy (zero: lowest compared OMol25 entry of this formula, charge and spin)   3.7416 eV
HOMO-LUMO gap (spin up / spin down)   5.63 / 6.09 eV
DFT total energy   -1024.0255 hartree
HOMO level (spin up / spin down)   -13.5 / -13.7 eV
Spin multiplicity   1
Net charge   +1
LUMO energy (spin up / spin down)   -0.2878 / -0.2796 Eh

Geometry as XYZ:
```
14
C3H7N2S2 | OMol25 | wB97M-V/def2-TZVPD
H -2.8039 2.3802 0.2645
H -1.4602 0.2635 0.1537
S 3.8574 0.2023 0.4163
C 2.8902 -1.1101 -0.0066
N -2.7053 1.4572 -0.0776
S 0.8907 1.3707 0.8758
H -1.0513 -1.2829 -0.3957
H -3.6127 0.9054 0.0909
H 1.1117 -1.9987 -0.4351
H 3.7940 -1.8198 -0.1640
H -2.3176 1.4141 -1.0321
C 0.5479 -0.1681 0.3411
C 1.5641 -1.1505 -0.0922
N -0.7049 -0.4633 0.0611
```